Here is one molecule with the formula C5H7NO from OMol25. Energies are from ωB97M-V/def2-TZVPD.

```
14
C5H7NO ωB97M-V/def2-TZVPD
O 1.4866 1.8563 -0.5125
C 1.1314 0.7118 -0.5287
C 1.5282 -0.5701 0.2327
N 0.1222 -1.0127 0.1032
C -0.8170 -0.2143 0.9548
C -1.4557 0.3973 -0.3085
C -0.1570 -0.0324 -0.9950
H 2.1764 -1.2217 -0.3679
H 1.9131 -0.5023 1.2548
H -0.3142 0.5598 1.5547
H -1.4313 -0.8308 1.6108
H -1.7191 1.4559 -0.3170
H -2.3083 -0.1926 -0.6560
H -0.1553 -0.4044 -2.0255
```

Its SMILES is O=C1CN2CC[C@@H]12. Its net charge is 0.

Atomic partial charges in e from the natural (NBO) method, atoms 1 to 5: -0.50 0.58 -0.35 -0.39 -0.24

Here is a 2-piece molecular cluster, C3H7ClO2Si overall at a distorted geometry from OMol25. Energies are from ωB97M-V/def2-TZVPD.

```
14
C3H7ClO2Si ωB97M-V/def2-TZVPD
C -2.2646 1.4713 -0.1234
C 0.0567 -1.9054 0.4035
C 1.8383 0.2694 -0.7551
O -3.0896 2.1775 -0.6583
O -1.3942 0.9091 -0.8435
Si 0.5170 -0.1242 0.5181
Cl 0.3015 0.9440 2.1583
H -2.0887 1.4813 0.9240
H 0.4196 -2.2704 1.3699
H -1.0424 -2.0163 0.4699
H 0.5355 -2.2010 -0.5470
H 1.2685 0.8774 -1.4275
H 2.6604 0.9692 -0.3191
H 2.2819 -0.5818 -1.1698
```

Its net charge is 0.

Atomic partial charges in e from the natural (NBO) method, atoms 1 to 5: 0.61 -1.18 -1.16 -0.64 -0.75

Here is one molecule with the formula C5H11NO at a distorted geometry from OMol25. Energies are from ωB97M-V/def2-TZVPD.

```
18
C5H11NO ωB97M-V/def2-TZVPD
C 1.6417 0.1017 1.6634
C 0.1445 0.3109 1.4731
N -0.3477 0.0426 0.1416
C -1.6017 -0.6898 0.0278
C 0.1339 0.6680 -0.9654
C -0.2041 0.0591 -2.3298
O 0.8313 1.6659 -0.8805
H 1.9096 0.3691 2.6911
H 2.2041 0.7376 0.9785
H 1.9382 -0.9418 1.5032
H -0.1454 1.3355 1.7048
H -0.3940 -0.3655 2.1509
H -2.1438 -0.7021 0.9826
H -2.2906 -0.1968 -0.6817
H -1.0632 -1.5960 -0.2267
H 0.7287 -0.0454 -2.8937
H -0.8397 0.7531 -2.8862
H -0.7011 -0.9146 -2.3042
```

Its SMILES is CCN(C)C(C)=O. Its net charge is 0.

Atomic partial charges in e from the natural (NBO) method, atoms 1 to 5: -0.62 -0.21 -0.45 -0.43 0.68

Here is C7H14O2 as an isolated structure at a distorted geometry from OMol25. Energies are from ωB97M-V/def2-TZVPD.

```
23
C7H14O2 ωB97M-V/def2-TZVPD
C 1.6081 1.6975 -0.8103
C 0.1957 1.2346 -0.4856
O -0.5402 2.3155 -0.0237
O -0.4248 0.4880 -1.4246
H -1.3238 2.3813 -0.5856
H 2.2351 0.8508 -1.0759
H 1.5412 2.3661 -1.6703
H 2.0412 2.2338 0.0326
C 0.7210 -1.8778 -0.8748
C -1.6485 -1.3733 -0.1686
C -0.5157 0.3357 2.0197
C -0.2274 -0.9016 -0.2426
C 0.2879 0.0138 0.7796
H 1.3404 -0.1479 1.0032
H 0.7551 -2.7737 -0.2476
H 1.7268 -1.4722 -0.9519
H 0.3707 -2.1637 -1.8646
H -1.9486 -1.8324 -1.1081
H -1.7270 -2.1160 0.6314
H -2.3178 -0.5462 0.0492
H -0.5957 -0.5289 2.6827
H -0.0327 1.1454 2.5654
H -1.5210 0.6711 1.7705
```

Its net charge is 0.

Atomic partial charges in e from the natural (NBO) method, atoms 1 to 5: -0.66 0.62 -0.74 -0.68 0.49

Looking at M for the records above, in order, we have 97.12 138.63 101.15 130.19 Da.
Looking at HOMO energy for the records above, in order, we have -9.556 -8.708 -8.900 -8.466 eV.
Looking at E_tot for the records above, in order, we have -8833.767 -27719.545 -8900.536 -11579.485 eV.